Record 1
The following is a quantum chemistry calculation of a molecular structure, C33H41CoN5, from the Open Molecules 2025 dataset.

Cartesian coordinates (Å):
C -1.040 3.760 3.674
C -0.596 -2.071 -4.996
H 1.755 -0.149 -1.300
H 3.660 2.479 4.728
H 2.400 0.804 -2.636
H -3.550 -0.478 3.319
H 1.687 -3.495 -6.551
C 3.379 -0.741 0.552
H -1.110 -1.731 4.486
C -0.911 2.833 1.569
C -0.021 4.675 3.378
H -1.029 -3.935 -0.769
H -2.776 1.056 2.837
C 2.749 0.216 1.479
H -2.914 -0.258 -3.471
N 1.311 1.256 2.703
H 0.426 -2.958 -1.078
H 1.640 -2.318 2.480
H -0.983 0.013 4.209
C 1.108 -3.805 -5.671
C -2.090 -0.664 1.759
C -0.622 -0.966 3.863
H 1.747 -4.470 -5.079
N -0.458 0.665 -2.486
C -0.349 0.675 -1.132
C -1.030 1.862 -2.925
H -2.973 -1.141 -5.000
H -2.394 0.529 -4.979
C -1.345 2.585 -1.835
C 2.499 1.563 3.247
H -1.516 3.771 4.658
C -3.168 0.098 2.462
C 2.605 2.413 4.442
C -2.135 -1.225 0.436
H 0.457 -1.030 4.052
C -2.386 -0.416 -4.420
H -4.033 -1.997 -0.215
C -1.003 -0.956 -4.250
C 0.551 4.661 2.103
C -0.961 -2.039 0.266
H -2.483 1.692 0.708
H 2.051 2.005 5.297
H 0.303 5.386 4.139
H 2.240 3.429 4.259
H -1.297 -2.515 -5.705
H -3.018 -1.354 -1.519
H -4.008 0.308 1.789
C 2.178 -0.225 -2.313
H 2.666 -1.475 0.161
C 1.214 -0.917 -3.210
H -1.113 -2.502 -1.822
C 0.680 -2.621 -4.855
H 3.119 -0.784 -2.268
H 0.435 3.676 0.151
C -0.923 -1.170 2.418
H 4.172 -1.295 1.079
C 1.579 -2.038 -3.960
C 0.953 -2.864 1.820
H 0.675 -3.795 2.336
C 0.084 3.741 1.177
H 0.240 -4.369 -6.024
H 1.339 5.353 1.817
C -0.238 -2.032 1.503
C -3.318 -1.198 -0.476
H -1.804 3.552 -1.741
H -3.850 -0.240 -0.410
N -0.910 1.853 -0.743
C -1.387 1.765 0.686
H 4.508 0.942 2.624
H 3.870 -0.218 -0.279
H -1.166 2.074 -3.966
N 1.411 0.474 1.590
H 0.415 1.535 3.102
H 1.491 -3.140 0.907
C 3.441 0.926 2.466
H 2.585 -2.449 -3.853
C -0.658 -2.907 -0.910
N -1.468 2.838 2.799
C -0.083 -0.412 -3.341
Co -0.504 -0.100 0.659

The value obtained for the relative energy (zero: lowest compared OMol25 entry of this formula, charge and spin) is 0.00 kJ/mol. The value obtained for the LUMO energy (spin up / spin down) is 2.430 / 2.427 eV. The calculation puts the HOMO energy (spin up / spin down) at 0.256 / -3.647 eV. The value obtained for the energy is -79961.163 eV. The HOMO-LUMO gap (spin up / spin down) is 2.17 / 6.07 eV. Its spin multiplicity is 5. As for the expectation value of S²: 6.0340. The total charge is -1. Its molar mass is 566.7 g/mol.

***

Record 2
The following is a quantum chemistry calculation of a molecular structure, C33H42AlBrCl4KN5O7P2, from the Open Molecules 2025 dataset.

Cartesian coordinates (Å):
H 7.852 -2.936 -6.470
C -6.376 -0.619 2.541
H 3.690 1.985 -5.887
C -5.031 -3.071 -3.344
H -3.482 0.774 3.192
H 8.109 -0.440 -2.196
H -3.945 -4.203 -4.813
Cl -2.427 7.773 4.671
Br -2.610 -6.853 -3.905
C 6.962 -2.756 -5.861
H -6.556 2.460 6.344
C -2.181 1.745 6.906
Al -0.127 0.439 8.701
C 0.682 -0.685 -1.358
H 5.745 -1.159 -7.556
H -2.272 -5.070 -3.190
O 4.038 -0.909 -3.765
H 0.970 4.797 4.802
H -1.152 4.780 3.284
C -0.317 -1.961 0.442
H -4.741 -1.972 2.852
P -2.008 1.608 5.019
C -4.199 -3.210 -1.076
H -0.290 3.093 3.402
N -2.226 3.240 4.392
H 7.793 0.549 -3.564
C -4.304 -2.859 0.353
H -1.622 0.342 8.312
Cl 1.469 -0.134 1.299
H 8.445 -1.079 -3.801
O 3.372 -2.355 0.635
H 6.638 0.302 -7.114
C 6.061 1.641 -4.964
C -5.425 -1.541 2.127
C 6.370 -2.240 -2.440
H 3.025 0.414 -5.517
H 3.525 1.489 -4.188
H -5.750 -2.692 -4.064
N -2.400 0.415 7.605
H -3.136 2.383 7.117
C 0.992 -2.487 0.903
H 7.083 1.394 -5.252
C -3.536 0.643 4.348
O -3.537 -3.342 1.170
H -3.256 0.551 8.191
H -7.984 0.671 1.951
C 7.732 -0.480 -3.222
C 2.263 -1.977 0.211
C 6.641 -0.785 -7.050
C 3.781 1.139 -5.195
C -0.724 8.251 4.755
C -4.015 -3.921 -3.767
C -7.254 -0.057 1.617
O -6.985 -1.323 -2.367
H -0.260 7.721 5.585
C -5.347 -1.906 0.784
C -5.120 -2.703 -1.999
C -5.838 2.093 5.505
H -3.505 -0.470 4.652
H -6.431 -0.333 3.588
C -0.570 -1.114 -0.597
H 6.034 1.943 -3.910
H 6.778 -2.056 -1.441
C 2.005 -1.135 -0.847
O -1.683 -0.671 -0.981
C -0.934 3.868 3.971
N 6.734 -1.300 -5.660
N 5.134 0.557 -5.249
C -3.177 -4.057 -1.506
N 6.375 -1.018 -3.252
C -7.190 -0.430 0.278
C -6.236 -1.362 -0.141
H 2.839 -0.731 -1.413
H -1.151 -2.323 1.033
K -8.138 2.550 4.327
C -0.055 4.428 5.218
C -6.176 -1.766 -1.565
Cl 0.121 7.804 3.266
H -2.451 -4.443 -0.797
O 0.990 -3.302 1.817
C -4.847 1.407 4.946
H 5.822 2.521 -5.572
H -0.597 5.394 5.584
H -7.879 0.010 -0.438
H 6.961 -3.040 -2.888
O 0.673 0.008 -2.365
H 0.084 3.655 6.068
P 5.304 -1.069 -4.624
H 6.102 -3.222 -6.354
C -3.082 -4.408 -2.851
H 5.347 -2.611 -2.298
H -1.287 2.282 7.394
H -2.783 3.847 5.016
Cl -0.580 9.989 5.054
H 7.125 -3.281 -4.921
H 7.521 -1.086 -7.630

The value obtained for the LUMO energy is -3.783 eV. The calculation puts the HOMO energy at -4.834 eV. The value obtained for the energy is -218298.220 eV. The HOMO-LUMO gap is 1.05 eV. Its spin multiplicity is 1. Its molar mass is 970.5 g/mol.

***

Record 3
The following is a quantum chemistry calculation of a molecular structure, C33H42BrN3O5PSiSr, from the Open Molecules 2025 dataset.

Cartesian coordinates (Å):
C 4.722 0.279 0.465
C -2.805 -3.836 1.577
C -0.950 5.803 -2.807
C 0.498 5.510 0.230
C -4.392 0.468 0.994
H 1.941 -5.822 -1.531
C -4.142 0.458 -0.342
C -2.290 -5.524 -0.217
O 0.617 -2.186 -0.004
H -0.326 6.051 -0.212
C -2.470 0.730 4.157
H 1.344 0.267 3.525
C -2.019 0.612 1.408
C 1.072 -4.654 -3.858
H 0.242 -5.108 0.539
C 2.385 5.518 1.755
Si -1.187 4.070 -2.098
H -3.277 -5.322 -0.631
H -2.275 2.846 -4.039
H -1.607 -5.746 -1.036
H 3.386 0.103 4.072
O 2.534 0.450 -0.362
H -2.352 -6.395 0.438
C -2.800 0.555 -0.769
C -0.894 0.653 2.310
H -2.407 -2.990 2.140
H -0.638 3.373 -4.428
H 1.329 -1.976 -3.341
H 3.326 -4.970 -2.236
H -3.056 -4.637 2.275
O 0.193 -3.944 -1.796
C 2.020 -2.609 -2.782
Sr 0.428 0.023 -0.665
C -0.453 -4.621 1.228
C 2.629 4.190 1.396
H -5.407 0.414 1.371
H 0.093 5.976 -3.082
H 6.658 0.095 1.335
C 5.105 0.070 2.825
H -2.566 0.562 -1.822
C 1.822 3.543 0.487
C 1.448 0.397 2.441
H 2.279 -2.114 -1.845
H 3.011 6.031 2.472
C -2.918 4.132 -1.343
H 0.338 -4.052 -4.391
H -0.333 0.848 4.350
H -4.550 0.592 3.705
H 0.647 -5.643 -3.682
H 2.935 -2.723 -3.363
H -2.622 0.805 5.225
O -1.671 -3.249 -0.378
N -0.018 3.472 -1.065
H -4.938 0.392 -1.070
H -3.713 -3.513 1.069
C -1.266 2.963 -3.635
N -1.793 0.621 0.061
Br 6.326 -0.130 4.271
C 1.427 -3.991 -2.541
H 5.082 0.346 -0.552
H -1.239 6.577 -2.095
C -3.538 0.618 3.321
H 3.461 3.654 1.840
H -3.141 3.206 -0.813
C 0.715 4.158 -0.155
C 3.760 0.149 3.056
C 2.376 -4.839 -1.715
C 5.591 0.143 1.513
H -0.643 -5.291 2.068
O -0.800 -1.585 -1.993
C 1.307 6.154 1.153
C 3.312 0.347 0.650
C 2.838 0.300 2.003
C -1.783 -4.320 0.558
N 0.406 0.595 1.725
P -0.367 -2.666 -1.041
H 0.019 -3.710 1.597
H 1.089 7.187 1.407
C -3.326 0.561 1.921
C -1.150 0.749 3.649
H 2.566 -4.357 -0.757
H -0.872 1.976 -3.392
H -2.965 4.941 -0.610
H 1.989 2.519 0.178
H -3.703 4.302 -2.085
H -1.564 5.927 -3.703
H 1.960 -4.762 -4.481

The value obtained for the relative energy (zero: lowest compared OMol25 entry of this formula, charge and spin) is 123.08 kJ/mol. The value obtained for the LUMO energy is 1.759 eV. The calculation puts the HOMO energy at -3.239 eV. The value obtained for the energy is -137665.870 eV. The HOMO-LUMO gap is 5.00 eV. Its spin multiplicity is 1. The total charge is -1. Its molar mass is 787.3 g/mol.

***

Record 4
The following is a quantum chemistry calculation of 4 unconnected molecules or ions with the total composition C33H42ClF3NO4S, from the Open Molecules 2025 dataset.

Cartesian coordinates (Å):
H 2.706 -3.442 -4.736
C 1.462 -1.743 -4.342
C -3.902 -1.432 0.432
O -1.465 1.801 4.054
C -4.069 -7.990 -2.534
H -1.445 4.324 3.971
H 1.137 -5.055 -3.708
C 4.297 3.633 3.459
C 6.840 4.045 2.411
H 0.911 1.711 0.467
F -0.878 -6.562 -3.434
H -0.219 4.918 -0.349
C 0.264 -1.298 -3.801
H -3.016 -1.483 -0.201
O 2.707 1.958 -1.259
C -0.301 -3.565 -3.179
C -0.367 4.158 3.994
S -0.316 2.467 4.576
C 0.415 1.590 -0.494
C 5.733 4.172 1.584
H -2.795 2.151 0.976
C 6.684 3.710 3.750
H -2.049 2.327 -1.943
H 4.563 1.080 -1.185
C 0.000 3.975 0.147
H 1.565 0.277 -1.696
H 0.041 -0.458 -0.045
H 1.157 1.760 -2.529
H 1.207 4.023 2.527
H -4.420 -9.488 -1.041
C 1.775 -3.094 -4.310
H -1.641 4.304 1.510
H -5.111 -7.911 -2.814
O -0.012 2.437 5.961
H 3.277 0.135 -0.415
H 7.829 4.209 2.006
F 3.391 4.082 1.332
H -0.020 -0.252 -3.819
C -0.657 3.835 1.513
H -2.037 -9.670 -0.412
O -1.526 0.668 0.539
C -3.126 -7.203 -3.179
C -2.342 -8.980 -1.187
C -3.695 0.948 -0.521
H 7.553 3.611 4.385
H 2.147 -1.034 -4.789
C 3.659 1.143 -0.584
H -4.665 -2.084 0.011
C 0.896 -4.002 -3.731
H -4.386 1.733 -0.837
H -3.411 0.383 -1.413
H -5.469 0.092 0.372
C -4.390 0.034 0.492
C -1.805 -7.330 -2.807
F -1.749 -1.766 -2.686
C -3.148 -2.348 2.815
H -4.181 0.411 1.494
H 3.296 3.483 3.839
H 3.907 1.588 0.378
C 4.488 3.963 2.134
H -0.337 -8.271 -1.573
H 1.081 3.912 0.245
H -0.939 0.138 -1.382
H 5.290 3.237 5.312
C 0.214 4.442 2.617
H -2.895 -2.654 3.797
N -0.384 2.851 -0.782
C 5.415 3.503 4.272
C -1.386 -8.203 -1.825
C -0.520 0.402 -0.403
H -0.997 -4.251 -2.720
H 5.830 4.429 0.537
C -0.588 -2.218 -3.227
C -1.877 2.624 -0.911
Cl 1.277 1.627 3.588
C 1.487 1.361 -1.563
H 0.276 5.525 2.520
H -0.076 3.141 -1.708
C -3.681 -8.877 -1.539
C -3.513 -1.944 1.747
H -3.403 -6.504 -3.957
C -2.474 1.617 0.081
H -0.781 2.774 1.734
H -2.364 3.586 -0.770
H 0.051 4.805 4.760

The value obtained for the relative energy (zero: lowest compared OMol25 entry of this formula, charge and spin) is 0.00 kJ/mol. The value obtained for the LUMO energy is -2.496 eV. The calculation puts the HOMO energy at -10.842 eV. The value obtained for the energy is -76083.386 eV. The HOMO-LUMO gap is 8.35 eV. Its spin multiplicity is 1. The total charge is +1. Its molar mass is 641.2 g/mol.

***

Record 5
The following is a quantum chemistry calculation of a molecular structure, C33H42ClF6N3O8S2V, from the Open Molecules 2025 dataset.

Cartesian coordinates (Å):
O -1.353 -4.160 -2.993
C 3.950 2.929 0.369
C -2.357 -0.421 -0.787
H 4.472 4.788 1.360
H -2.546 1.578 5.060
H 4.403 -2.185 1.857
S -0.362 -0.785 -4.996
H 2.210 0.118 4.768
H 0.828 -1.355 1.535
H -5.302 1.219 -1.863
C 1.434 -0.481 1.344
C 3.069 -1.117 3.199
C 3.006 1.744 0.648
H -3.980 2.791 2.586
H 2.483 -2.883 4.283
C 2.111 -2.282 3.450
H -4.930 -0.742 3.444
C -1.668 0.388 1.404
H -6.090 -1.784 0.134
C 1.807 1.460 -0.004
Cl 5.122 -1.792 -3.564
C -1.361 -0.027 0.117
H -4.346 -2.962 -1.395
O 2.978 -1.739 -1.164
C -2.207 1.280 4.065
C -4.053 -0.375 3.978
H 2.765 4.344 1.520
H 4.172 0.355 -3.362
F -2.798 0.215 -4.940
N -0.881 2.912 -1.663
H -4.678 2.311 4.145
C -3.966 -0.072 0.935
C 2.587 -0.220 2.061
C -3.694 -0.469 -0.374
C 3.784 3.951 1.503
F 2.005 -3.016 -4.213
H 1.110 -1.931 3.710
O -1.921 -0.689 -2.017
H -6.522 -0.098 -0.205
C 3.181 -0.295 4.489
C -3.402 0.801 3.239
N -0.087 0.002 -0.483
C -4.493 -2.139 -2.100
C -1.958 -0.321 -5.804
H -0.872 0.731 2.050
C 4.444 -1.693 2.830
S -0.393 -3.127 -3.155
H -3.349 -1.205 4.072
O 1.961 -0.356 -2.619
C -4.943 0.316 -2.363
H 4.986 -0.189 -1.859
O 0.556 -1.066 -6.048
H -5.330 -2.397 -2.755
H 4.260 1.083 2.230
V -0.023 -0.557 -2.269
C -4.809 -0.835 -1.354
H 5.203 -0.910 2.778
H 4.544 4.358 -1.115
C -6.154 -1.025 -0.649
H 3.880 0.535 4.376
H -3.593 -2.050 -2.701
H -5.322 1.649 2.637
C 0.164 2.550 -1.327
H 4.763 -2.422 3.579
F 0.690 -4.501 -5.079
H 5.743 2.099 1.340
C 1.074 -3.917 -3.945
C -2.990 0.362 1.833
H -1.462 0.490 4.187
C 4.315 -0.466 -2.667
O 1.396 2.396 -0.975
H 3.719 2.957 -1.808
C 1.037 0.336 0.295
H 2.032 -2.930 2.576
H 6.067 3.234 0.037
C 2.982 -0.930 -2.076
H -1.719 2.140 3.602
N -0.867 -2.059 -4.210
C -4.408 1.957 3.146
O -0.073 0.376 -4.141
H -4.992 -0.099 1.276
H 3.988 3.498 2.474
H 2.793 4.209 -0.984
F -1.675 0.572 -6.754
C 5.405 2.427 0.358
H -6.896 -1.355 -1.380
C 3.726 3.651 -0.967
H 5.526 1.592 -0.333
C 3.346 0.882 1.687
F -2.519 -1.385 -6.369
H -5.651 0.052 -3.155
O 0.160 -2.531 -1.927
H 3.536 -0.925 5.309
F 1.566 -4.837 -3.123
H -4.367 -0.072 4.982
H -3.980 0.541 -2.817

The value obtained for the relative energy (zero: lowest compared OMol25 entry of this formula, charge and spin) is 103.48 kJ/mol. The value obtained for the LUMO energy (spin up / spin down) is 2.294 / 2.294 eV. The calculation puts the HOMO energy (spin up / spin down) at -4.783 / -4.739 eV. The value obtained for the energy is -131942.930 eV. The HOMO-LUMO gap (spin up / spin down) is 7.08 / 7.03 eV. Its spin multiplicity is 3. As for the expectation value of S²: 2.0292. The total charge is -1. Its molar mass is 873.2 g/mol.